[1]
A molecular structure, C32H41BrClCoN4O5S in a non-equilibrium geometry, computed with the ωB97M-V functional and the def2-TZVPD basis.

Values from the calculation:
F_max (eV Å⁻¹): 3.5
E_HOMO (alpha / beta) (Ha): -0.254 / -0.255
Energy above the lowest of the compared OMol25 structures with the same formula, charge and spin (eV): 2.9067
Spin multiplicity: 5
Orbital gap (alpha / beta) (eV): 6.8 / 6.6
E (eV): -181067.731

Each line ends with the Mulliken spin population.
Cartesian coordinates (Å):
C (2.464, 2.572, 3.896)  0.0032
C (3.741, -4.731, -2.756)  -0.0032
H (0.458, -2.035, -1.441)  -0.0009
C (-2.190, -2.112, -1.087)  0.0022
C (2.844, 1.399, -2.609)  0.0045
C (3.987, -2.630, -3.913)  0.0094
H (-6.210, -0.410, 0.720)  -0.0004
H (2.056, 3.607, 3.835)  -0.0015
H (0.967, 0.641, -2.051)  0.0040
H (-3.253, 4.624, -2.731)  0.0000
H (-0.608, -1.895, 2.831)  0.0005
H (-1.669, 3.649, -0.979)  -0.0002
C (4.719, -4.354, -1.852)  0.0131
C (-3.440, -0.518, 1.433)  0.0209
H (-1.755, 4.042, 1.515)  -0.0004
H (0.235, -3.632, -0.680)  -0.0010
O (0.099, -1.681, 3.450)  0.0062
H (-2.336, -2.662, 1.735)  0.0028
C (-2.803, 2.141, 1.818)  -0.0020
H (-2.413, -3.112, -1.482)  0.0004
O (1.330, -2.312, 0.372)  0.0328
Br (4.243, -0.408, 1.350)  0.0062
H (0.914, 1.272, 5.745)  0.0012
H (-4.965, 2.489, 1.994)  0.0006
H (-4.284, 3.100, -1.104)  0.0001
H (-0.738, 1.564, 1.338)  -0.0059
H (2.922, -4.411, -4.660)  0.0126
C (-1.183, -2.122, 0.122)  0.0107
O (-0.921, 0.880, -3.169)  0.0009
N (0.864, -0.605, 2.939)  0.0201
H (-0.774, -3.386, 1.676)  -0.0007
O (2.158, 2.687, 1.234)  0.0324
C (3.671, -1.693, -5.043)  0.6509
H (2.400, 1.985, -3.365)  -0.0004
H (-2.042, 3.526, 3.151)  -0.0002
H (-0.766, 3.802, -2.475)  0.0000
H (-3.722, -1.597, 1.368)  0.0019
C (-2.509, 3.543, 2.145)  0.0012
C (-5.902, -0.081, 1.735)  0.0014
H (-3.096, -1.692, -0.636)  -0.0008
N (1.616, 1.707, 1.857)  0.0489
H (3.379, 2.463, 3.261)  -0.0003
C (1.996, 0.717, -1.771)  -0.0087
C (-1.656, -3.140, 1.143)  0.0010
H (-3.568, 0.530, -2.689)  0.0003
C (1.040, 0.373, 3.709)  0.0243
H (-0.315, -0.014, 5.328)  0.0008
H (-5.868, -0.869, 2.494)  -0.0005
C (-3.351, 1.232, -1.882)  -0.0007
C (-1.770, 1.260, 1.430)  -0.0139
C (-4.427, 0.410, 1.666)  -0.0103
H (-4.811, 2.429, -2.681)  0.0000
C (-1.626, 3.286, -2.022)  0.0011
C (-4.161, 1.720, 1.895)  0.0124
O (4.350, -0.905, -5.627)  0.1865
H (1.342, -0.414, 5.721)  0.0009
H (5.674, -1.414, -3.223)  0.0159
Cl (5.140, -5.417, -0.489)  0.0000
C (-3.936, 2.629, -2.077)  -0.0002
H (-3.569, 0.793, -0.938)  0.0008
H (5.653, 1.025, -0.750)  0.0007
C (0.717, 0.325, 5.208)  0.0012
Co (0.924, -0.213, 0.987)  2.7100
H (-2.910, 3.265, -3.842)  -0.0001
H (-2.058, -3.984, 0.586)  -0.0015
S (-1.556, 1.468, -1.871)  0.0091
H (2.611, 2.339, 4.933)  0.0005
C (-2.078, -0.057, 1.130)  0.0076
H (3.323, -5.706, -2.654)  -0.0009
C (4.982, -2.278, -3.001)  0.0409
H (-1.869, -1.513, -1.948)  0.0001
C (5.385, -3.149, -1.994)  -0.0102
C (0.263, -2.545, -0.493)  0.0160
C (3.664, 0.248, -0.297)  -0.0044
H (6.188, -2.885, -1.247)  0.0017
C (4.634, 0.886, -1.109)  -0.0025
H (-3.404, 4.152, 2.119)  0.0002
N (2.393, 0.153, -0.600)  0.0497
H (1.299, -2.870, 1.202)  -0.0002
C (3.434, -3.900, -3.838)  0.0832
H (-6.402, 0.779, 2.094)  0.0004
C (-2.961, 3.530, -2.750)  0.0002
N (-0.983, -0.780, 0.723)  0.0278
C (4.205, 1.472, -2.250)  -0.0017
C (1.636, 1.592, 3.159)  -0.0104
H (4.937, 1.827, -2.969)  0.0017



[2]
A molecular structure, C32H41BrIMoN2O6P2S5, computed with the ωB97M-V functional and the def2-TZVPD basis.

Values from the calculation:
F_max (eV Å⁻¹): 0.6
E_HOMO (alpha / beta) (Ha): -0.263 / -0.252
Energy above the lowest of the compared OMol25 structures with the same formula, charge and spin (eV): 0.0000
Spin multiplicity: 2
Orbital gap (alpha / beta) (eV): 6.9 / 6.7
E (eV): -201874.948

Each line ends with the Mulliken spin population.
Cartesian coordinates (Å):
C (-4.929, 0.708, 2.978)  -0.0007
C (-2.987, 3.464, -5.837)  0.0009
O (-2.102, 1.551, -4.721)  0.0014
O (3.240, 0.146, 0.206)  0.0058
C (-3.369, 3.830, 1.716)  0.0068
H (-2.745, -6.442, 2.714)  0.0000
H (-1.894, -0.019, -6.780)  0.0000
S (1.117, -1.015, -1.354)  -0.0140
H (1.263, -3.930, -0.237)  0.0003
H (0.246, 0.525, -5.570)  0.0002
C (-2.756, -4.573, 1.683)  -0.0003
C (-4.677, 2.044, 2.840)  0.0016
C (0.987, -3.790, 0.807)  0.0034
H (3.423, -0.301, 2.989)  -0.0001
Br (3.400, 6.626, 0.324)  0.0000
H (-5.253, 2.785, 3.379)  0.0000
H (-1.959, 3.456, -3.928)  -0.0003
H (-1.570, -1.650, 2.918)  0.0080
N (-1.940, 1.871, 0.362)  -0.0500
H (-3.765, 2.899, -6.349)  -0.0001
S (-2.884, 0.115, -2.187)  -0.0056
P (1.989, -0.798, 0.425)  0.0076
N (-2.337, -0.725, 0.711)  0.0251
C (3.798, 0.636, 2.581)  -0.0002
H (6.814, 4.887, -2.820)  0.0000
S (0.508, 0.024, 1.499)  -0.0004
C (-0.215, -0.462, -5.498)  0.0000
C (4.296, 3.017, -1.551)  -0.0003
H (4.634, 1.449, 0.803)  0.0001
H (0.143, -3.107, 0.840)  -0.0037
H (-1.146, -3.108, 4.862)  0.0001
O (-1.775, -2.602, -0.706)  0.0010
H (-5.719, 0.369, 3.637)  0.0000
H (-3.334, 4.489, -5.708)  0.0000
H (-2.097, 3.481, -6.466)  0.0000
H (2.987, -3.970, 1.551)  0.0001
H (5.713, 6.596, -1.421)  0.0000
O (-4.146, -2.399, 0.006)  0.0002
H (-0.512, -0.768, -7.594)  0.0001
H (-3.923, 4.591, 2.252)  0.0002
C (-2.906, 1.505, 1.258)  -0.0021
C (-2.425, -3.224, 1.746)  0.0029
H (-1.563, -1.747, -6.563)  -0.0001
Mo (-0.891, 0.149, -0.569)  1.0329
C (-1.594, -5.785, 5.084)  0.0000
H (1.383, -3.966, 3.508)  0.0001
H (-3.215, -4.975, 0.789)  -0.0001
H (0.584, -1.198, -5.414)  0.0003
C (1.806, -3.053, 3.087)  0.0029
H (-1.415, -5.216, 5.996)  0.0000
C (-1.107, -0.764, -6.679)  0.0002
O (-0.950, -0.566, -4.261)  0.0045
H (-0.973, 3.373, -0.617)  -0.0034
C (4.192, 5.265, -0.723)  -0.0003
C (2.146, -3.277, 1.627)  -0.0015
C (5.935, 4.627, -2.245)  0.0001
S (-2.749, -2.241, 0.299)  -0.0338
C (-2.413, 4.169, 0.804)  -0.0041
C (4.297, 0.472, 1.158)  0.0014
C (-1.723, 3.146, 0.128)  0.0309
O (2.706, -2.044, 1.088)  0.0004
P (-1.534, 0.697, -3.502)  0.0025
H (-2.168, 5.199, 0.584)  -0.0002
H (5.181, -1.476, 1.491)  0.0000
H (6.329, -0.126, 1.483)  0.0001
C (-1.599, -3.525, 3.970)  -0.0012
H (0.666, -4.751, 1.215)  -0.0002
H (3.015, 1.390, 2.634)  0.0003
H (2.695, -2.784, 3.658)  0.0001
C (-2.490, -5.390, 2.765)  -0.0001
C (-3.164, 0.116, 1.430)  -0.0029
H (5.889, 2.582, -2.906)  0.0000
C (-3.658, 2.468, 1.960)  0.0015
H (-2.410, -6.483, 5.272)  0.0000
H (5.637, -0.704, -0.037)  0.0000
C (5.323, 5.589, -1.463)  -0.0001
H (3.883, 2.016, -1.584)  0.0005
C (3.671, 3.980, -0.757)  0.0006
H (1.065, -2.259, 3.187)  0.0011
S (-0.128, 1.706, -2.484)  -0.0174
C (-2.674, 2.854, -4.493)  0.0010
C (5.420, 3.338, -2.290)  -0.0001
H (-4.435, -1.303, 2.400)  0.0003
H (4.634, 0.960, 3.204)  0.0000
C (-4.186, -0.259, 2.278)  -0.0009
H (-3.575, 2.729, -3.889)  0.0000
H (-0.698, -6.377, 4.881)  0.0000
I (1.991, 3.364, 0.307)  0.0040
C (-1.906, -4.879, 3.926)  0.0001
C (5.427, -0.526, 1.017)  -0.0001
C (-1.847, -2.695, 2.884)  -0.0074